C5H10NO | ωB97M-V/def2-TZVPD

```
! wB97M-V def2-TZVPD RIJCOSX def2/J DEFGRID3
* xyz 1 1
O 0.38729 -2.93917 0.91777
N -0.11744 -0.32758 2.64380
C -0.15485 -0.85628 1.48028
C 0.01816 -1.65046 0.51301
C -0.73466 1.10605 -0.07788
C -0.53041 0.93814 -1.36641
C 0.69899 1.34240 -2.08543
H -0.30075 -1.40200 -0.50926
H 0.77567 -3.34871 0.07013
H 1.09982 2.38799 -1.60601
H -0.97735 -0.27066 3.18145
H 0.66719 1.45423 -3.18012
H -0.12030 1.74262 0.43381
H 1.57479 0.53549 -1.89470
H -1.75233 0.85128 0.18658
H -1.21569 0.26317 -1.95490
H 0.68188 0.17351 3.24787
*
```

Output
Kohn-Sham gap, eV: 8.54
LUMO, Ha: -0.1909

***

C5H10NO | ωB97M-V/def2-TZVPD

```
! wB97M-V def2-TZVPD RIJCOSX def2/J DEFGRID3
* xyz 1 1
O -3.43050 0.53671 0.21696
N -1.34916 -0.22924 0.46485
C -0.04556 -0.53710 -0.13947
C -2.47943 -0.12749 -0.53080
C 3.59209 0.29450 0.22973
C 1.25821 0.09803 0.38430
C 2.45637 -0.04595 -0.34657
H -1.21856 0.60723 1.01320
H -4.15899 0.93091 -0.27357
H -0.14736 -1.03135 -1.09517
H -2.58571 -1.14830 -0.87527
H -2.30572 0.53246 -1.34783
H 3.49599 1.06095 1.01035
H 4.60354 0.12535 -0.28351
H 2.36946 -0.83039 -1.17171
H -1.47328 -0.77985 1.40265
H 1.41862 0.54352 1.34189
*
```

Output
SMILES: C=C/C=C/[NH2+]CO
Kohn-Sham gap, eV: 8.65
LUMO, Ha: -0.1531

***

C5H10NO | ωB97M-V/def2-TZVPD

```
! wB97M-V def2-TZVPD RIJCOSX def2/J DEFGRID3
* xyz 1 1
O 0.20318 -1.33437 1.82812
N 1.33712 0.23013 -0.20900
C -1.58596 -0.08891 0.75773
C 0.19912 0.86610 -0.93533
C -0.88948 -1.28981 1.33021
C 2.56639 0.50523 -0.35732
C -1.16948 -0.03106 -0.78361
H 3.18598 -0.20260 0.18075
H -1.02605 -1.05284 -1.12714
H -1.36856 -2.27901 1.24169
H 0.36732 0.79184 -2.00213
H -2.63351 -0.01263 1.04208
H 1.03834 -0.62314 0.26515
H -1.89507 0.60281 -1.28173
H -1.09348 0.76225 1.23936
H 2.83899 1.42858 -0.85222
H -0.07484 1.72743 -0.33663
*
```

Output
SMILES: C=[NH+]CCCC=O
Kohn-Sham gap, eV: 9.11
LUMO, Ha: -0.1837

***

| no. | largest force on an atom (eV/A) |
| --- | --- |
| 1 | 5.00 |
| 2 | 7.47 |
| 3 | 3.55 |